[1]
C14H15INSeTl as an isolated structure. Source: the Open Molecules 2025 dataset; level of theory: the ωB97M-V functional and the def2-TZVPD basis.

Structure (ORCA input):
```
! RIJCOSX wB97M-V def2-TZVPD def2/J DEFGRID3
* xyz 2 1
Tl -0.2433 -0.4812 -5.6645
C 0.2221 0.4442 8.2261
C 0.1070 0.2484 6.7631
C -1.0427 0.6910 6.0729
C -1.1722 0.5312 4.7272
C -2.4220 0.9484 4.0295
C -0.0436 -0.0598 3.9864
Se 0.0350 0.0924 2.2296
C 1.0955 -0.6254 4.7306
C 2.2026 -1.3627 4.0523
C 1.1447 -0.4167 6.0754
H -0.6461 0.9352 8.6554
H 1.1173 1.0357 8.4419
H 0.3768 -0.5208 8.7170
H -1.8413 1.1518 6.6392
H -3.1376 1.3481 4.7431
H -2.8747 0.0987 3.5166
H -2.2177 1.7062 3.2731
H 1.9055 -1.7844 3.0980
H 2.5613 -2.1593 4.7025
H 3.0417 -0.6852 3.8750
H 1.9892 -0.7861 6.6442
I -1.1329 -2.5181 -11.5759
C -0.4441 -0.9862 -10.3607
C 0.0913 0.1801 -10.8922
C 0.5349 1.1698 -10.0289
C 0.4305 0.9643 -8.6674
N -0.0844 -0.1576 -8.1507
C -0.5129 -1.1132 -8.9833
H 0.1605 0.3135 -11.9633
H 0.9565 2.0895 -10.4084
H 0.7685 1.7193 -7.9669
H -0.9253 -2.0109 -8.5369
*
```

## Properties
- E_LUMO (alpha / beta) (Ha) = -0.3116 / -0.3120
- Kohn-Sham gap (alpha / beta) (Ha) = 0.1820 / 0.1817
- ΔE to the lowest compared entry with this formula, charge and spin (kJ/mol) = 0.0

[2]
C28H25CdIN9O3S as an isolated structure. Source: the Open Molecules 2025 dataset; level of theory: the ωB97M-V functional and the def2-TZVPD basis.

Structure (ORCA input):
```
! RIJCOSX wB97M-V def2-TZVPD def2/J DEFGRID3
* xyz -1 1
Cd 1.2413 -0.0674 0.1945
C 2.7226 3.1326 -3.0230
C 1.4413 3.4681 -2.3161
N 1.0798 4.7242 -2.2258
C -0.0839 5.0274 -1.6093
C -0.9673 4.0828 -1.1507
C -2.2581 4.5759 -0.5373
O -2.9878 5.4506 -1.4013
C -0.6286 2.7123 -1.2675
C -1.5936 1.6751 -0.9966
N -1.3833 0.4115 -1.0765
C -2.4266 -0.4703 -0.8197
C -3.3010 -0.3309 0.2641
C -4.2770 -1.2782 0.5230
C -4.4052 -2.3941 -0.2884
C -3.5775 -2.5377 -1.3948
C -2.6107 -1.5833 -1.6553
I -1.5076 -1.6830 -3.4384
C 0.6751 2.3704 -1.7561
O 1.1502 1.1969 -1.7555
H 3.3843 3.9970 -3.0299
H 2.5107 2.8386 -4.0558
H 3.1933 2.2809 -2.5363
H -0.3062 6.0850 -1.5107
H -2.0384 5.1707 0.3510
H -2.8939 3.7497 -0.2219
H -2.9527 5.0774 -2.2877
H -2.6245 2.0042 -0.8255
H -3.1763 0.5206 0.9233
H -4.9407 -1.1454 1.3685
H -5.1497 -3.1495 -0.0698
H -3.6992 -3.3815 -2.0604
N 1.5531 4.0580 1.4984
C 1.4196 2.6880 1.5424
S 2.8422 1.7606 1.1718
N 0.2489 2.2426 1.9050
N 0.1471 0.8699 1.9134
C -0.7498 0.3596 2.6646
C -0.9130 -1.0599 2.8985
C -2.0291 -1.4638 3.6425
C -2.2285 -2.7698 4.0344
C -1.2477 -3.7133 3.7064
C -0.1347 -3.3527 2.9844
C 0.0826 -2.0227 2.5110
O 1.1322 -1.7471 1.8295
H 2.3147 4.3702 0.9194
H 0.6859 4.5584 1.3697
H -1.3892 1.0387 3.2360
H -2.7539 -0.7026 3.9184
H -3.1084 -3.0555 4.5969
H -1.3571 -4.7389 4.0449
H 0.6265 -4.0890 2.7527
N 4.6832 -2.5213 -0.9588
C 5.3639 -1.3248 -1.0657
C 4.4094 -0.3551 -1.0592
N 3.1756 -0.9318 -0.9354
C 3.3579 -2.2291 -0.8932
C 2.2598 -3.1705 -0.8233
N 1.0165 -2.8132 -1.0042
C 0.2656 -3.9388 -0.8353
C 1.0733 -5.0027 -0.5561
N 2.3542 -4.5046 -0.5590
H 5.1074 -3.4289 -0.9307
H 6.4356 -1.2816 -1.1489
H 4.5172 0.7160 -1.0996
H -0.8089 -3.9140 -0.9154
H 0.8607 -6.0371 -0.3486
H 3.1782 -5.0237 -0.3208
*
```

## Properties
- E_LUMO (Ha) = 0.0722
- Kohn-Sham gap (Ha) = 0.2225
- ΔE to the lowest compared entry with this formula, charge and spin (kJ/mol) = 40.0

[3]
An isolated ion of composition C6H8NOS and charge +1. Source: the Open Molecules 2025 dataset; level of theory: the ωB97M-V functional and the def2-TZVPD basis.

Structure (ORCA input):
```
! RIJCOSX wB97M-V def2-TZVPD def2/J DEFGRID3
* xyz 1 1
C -2.2658 -1.2043 -0.0868
C -3.5088 -0.8331 -0.4760
C -2.2896 1.0274 0.4873
C 0.7594 0.9503 0.1677
C 2.1906 0.8002 -0.3899
C 0.1701 -0.3019 0.7222
N -1.6346 -0.1144 0.4375
O 0.1610 1.9935 0.0311
S -3.9321 0.7649 -0.0509
H -1.7587 -2.0744 -0.3559
H -4.1558 -1.4463 -1.0511
H -1.8250 2.0165 0.6017
H 2.6349 1.7234 -0.5700
H 2.7946 0.0168 0.1073
H 1.9423 0.3379 -1.3349
H 0.0739 -0.3518 1.8243
H 0.0721 -1.2917 0.1507
*
```

## Properties
- E_LUMO (Ha) = -0.1487
- Kohn-Sham gap (Ha) = 0.3775
- ΔE to the lowest compared entry with this formula, charge and spin (kJ/mol) = 171.4

[4]
One molecule with the formula C3H9N3O. Source: the Open Molecules 2025 dataset; level of theory: the ωB97M-V functional and the def2-TZVPD basis.

Structure (ORCA input):
```
! RIJCOSX wB97M-V def2-TZVPD def2/J DEFGRID3
* xyz 0 1
C -0.7928 2.3120 1.3226
C 0.0367 -0.4042 -0.2008
C 1.3659 -2.0782 -1.4230
H -0.5783 3.1880 0.7652
H 0.1844 1.7420 1.5296
H -1.4177 2.5310 2.2422
H -1.9154 0.5774 1.1284
H -0.9537 1.0084 -1.4602
H 0.9506 -1.7419 0.8145
H 0.5483 -2.9323 -1.4219
H 2.0432 -2.2583 -0.4909
H 1.9153 -2.1851 -2.4680
N -1.5749 1.3335 0.4875
N -0.6907 0.7119 -0.4585
N 0.1603 -1.0006 0.9570
O 0.7188 -0.8035 -1.3236
*
```

## Properties
- E_LUMO (Ha) = 0.0312
- Kohn-Sham gap (Ha) = 0.3571
- ΔE to the lowest compared entry with this formula, charge and spin (kJ/mol) = 298.8

[5]
C5H19N3O4Rb as an isolated structure. Source: the Open Molecules 2025 dataset; level of theory: the ωB97M-V functional and the def2-TZVPD basis.

Structure (ORCA input):
```
! RIJCOSX wB97M-V def2-TZVPD def2/J DEFGRID3
* xyz 1 1
Rb 1.9385 -0.3484 1.7949
C 1.4801 -2.5702 4.7180
O 1.0521 -1.8206 3.9527
N 0.9274 -3.1328 5.6885
N 2.7762 -2.7952 4.7494
H 1.4347 -3.7670 6.2889
H -0.0802 -3.1253 5.7577
H 3.2891 -2.3667 3.9921
H 3.1920 -3.3385 5.4924
C -2.7461 -0.8272 -3.1217
C -2.6908 0.6590 -3.1488
C -1.1721 1.2021 -3.1529
O -0.5606 0.5920 -2.0112
C 0.8213 0.8274 -1.8950
N -3.2889 1.0255 -4.4201
H -2.4253 -1.2624 -2.1752
H -1.9895 -1.2547 -3.7797
H -3.6948 -1.3232 -3.3272
H -3.1511 1.0863 -2.2580
H -1.0641 2.2785 -3.0189
H -0.6992 0.8708 -4.0774
H 1.3997 0.5970 -2.7897
H 1.2565 0.3788 -1.0021
H 0.9588 1.9081 -1.9326
H -3.2408 2.0341 -4.4402
H -2.6904 0.8713 -5.2189
O 2.9438 2.1794 0.6049
H 3.8797 2.2936 0.4400
H 2.6035 3.0706 0.6838
O 0.0916 1.8422 2.2879
H 0.1713 1.9149 3.2390
H -0.7226 2.3003 2.0795
*
```

## Properties
- E_LUMO (Ha) = -0.1127
- Kohn-Sham gap (Ha) = 0.3006
- ΔE to the lowest compared entry with this formula, charge and spin (kJ/mol) = 0.0

[6]
C35H52OP4PbSe as an isolated structure. Source: the Open Molecules 2025 dataset; level of theory: the ωB97M-V functional and the def2-TZVPD basis.

Structure (ORCA input):
```
! RIJCOSX wB97M-V def2-TZVPD def2/J DEFGRID3
* xyz 4 1
Pb -0.2118 -1.8174 -0.7888
P 0.2174 1.5693 0.9659
P -2.6308 0.3455 -0.5401
P 2.4883 -0.4764 -0.6698
H -1.5032 -4.1057 -5.5489
C -0.6857 -4.4452 -4.9034
C -0.5285 -4.0621 -3.6275
H -1.2722 -3.4213 -3.1548
C 0.3139 3.2600 0.2600
C -1.0561 1.9556 2.2505
C 1.6822 1.7143 2.0929
C -3.4208 -0.5637 -1.9184
C -3.8644 -0.1452 0.7318
C -3.2682 2.0098 -0.9851
C 2.8330 -1.6496 -2.0418
C 3.6235 -1.2011 0.5838
C 3.5257 0.9329 -1.2257
H -0.0814 -5.1945 -5.4149
H 0.2746 -4.4442 -3.0139
H 0.3832 3.9859 1.0939
H -0.5790 3.4643 -0.3491
H 1.1850 3.3620 -0.4024
H -0.5852 2.5466 3.0405
H -1.4255 1.0326 2.6934
H -1.9253 2.5110 1.8810
H 1.4085 2.3454 2.9428
H 2.5859 2.1301 1.6304
H 1.9248 0.7241 2.4721
H -4.4798 -0.2780 -1.9527
H -3.3445 -1.6459 -1.7474
H -2.9331 -0.2855 -2.8599
H -4.8861 0.1014 0.4075
H -3.6312 0.3985 1.6573
H -3.7897 -1.2360 0.8789
H -4.3356 1.9254 -1.2358
H -2.7077 2.2969 -1.8853
H -3.1140 2.7513 -0.1860
H 3.9121 -1.6358 -2.2454
H 2.2786 -1.3182 -2.9321
H 2.5487 -2.6845 -1.7965
H 4.5975 -1.4390 0.1299
H 3.1663 -2.1272 0.9623
H 3.7639 -0.4954 1.4151
H 4.4734 0.5508 -1.6291
H 3.7304 1.6047 -0.3818
H 2.9762 1.4567 -2.0192
C 0.1662 1.2021 -5.0412
C -0.2765 -0.1152 -4.8405
C -0.0605 -1.0696 -5.8438
C 0.4109 -0.7100 -7.1115
C 0.7934 0.6184 -7.3007
C 0.6419 1.5762 -6.3028
Se 0.1451 2.5047 -3.6359
H 1.5690 2.7882 -4.0421
H -0.8161 -0.3818 -3.9190
H -0.3107 -2.1070 -5.6865
H 0.4646 -1.4081 -7.9483
H 1.2369 0.9391 -8.2333
H 0.9251 2.6195 -6.4535
O -0.1968 -1.8081 2.2725
P -0.2695 -1.6814 3.7849
C 1.1893 -0.9597 4.5545
C 1.2675 0.0227 5.5448
C 2.4828 0.6331 5.8406
C 3.6494 0.1457 5.2516
C 3.6133 -1.0563 4.5244
C 2.3802 -1.6259 4.1890
C -1.8093 -0.9428 4.4314
C -1.9323 0.1361 5.3276
C -3.1831 0.6646 5.6351
C -4.3226 0.0981 5.0690
C -4.2288 -1.0966 4.3474
C -2.9756 -1.6255 4.0329
C -0.3324 -3.2766 4.5738
C -0.2459 -4.4599 3.8502
C -0.2355 -5.6609 4.5536
C -0.3296 -5.6497 5.9501
C -0.4089 -4.4549 6.6753
C -0.4137 -3.2673 5.9664
H 0.4000 0.2580 6.1390
H 2.4689 1.4607 6.5520
H 4.5935 0.6726 5.4279
H 4.5346 -1.5650 4.2289
H 2.3281 -2.6021 3.6939
H -1.0635 0.5953 5.7830
H -3.2191 1.5274 6.3001
H -5.2872 0.5833 5.2136
H -5.1123 -1.6336 4.0124
H -2.8726 -2.5650 3.4735
H -0.1808 -4.4459 2.7658
H -0.1388 -6.6030 4.0099
H -0.3423 -6.5826 6.5034
H -0.4593 -4.4323 7.7669
H -0.4851 -2.3200 6.4869
*
```

## Properties
- E_LUMO (alpha / beta) (Ha) = -0.5045 / -0.5067
- Kohn-Sham gap (alpha / beta) (Ha) = 0.1353 / 0.1331
- ΔE to the lowest compared entry with this formula, charge and spin (kJ/mol) = 0.0

[7]
One molecule with the formula C5H8O2. Source: the Open Molecules 2025 dataset; level of theory: the ωB97M-V functional and the def2-TZVPD basis.

Structure (ORCA input):
```
! RIJCOSX wB97M-V def2-TZVPD def2/J DEFGRID3
* xyz 0 1
O -0.9121 -0.8983 2.3443
C -1.3415 -0.6924 1.0140
C -0.4534 0.2231 0.1857
C 0.9446 -0.2626 -0.2173
C 1.4537 0.5796 -1.3743
C 0.7141 1.5582 -1.8523
O 0.0254 2.4165 -2.2505
H -0.2278 -1.5760 2.3412
H -2.3216 -0.2086 1.0863
H -1.4930 -1.6470 0.4850
H -0.3549 1.1845 0.7046
H 1.6437 -0.1840 0.6266
H 0.9264 -1.3215 -0.5145
H -1.0210 0.4127 -0.7346
H 2.4171 0.4157 -1.8442
*
```

## Properties
- E_LUMO (Ha) = 0.0269
- Kohn-Sham gap (Ha) = 0.3547
- ΔE to the lowest compared entry with this formula, charge and spin (kJ/mol) = 140.1

[8]
A 3-piece molecular cluster, C6H14BrN2O2 overall. Source: the Open Molecules 2025 dataset; level of theory: the ωB97M-V functional and the def2-TZVPD basis.

Structure (ORCA input):
```
! RIJCOSX wB97M-V def2-TZVPD def2/J DEFGRID3
* xyz -1 1
Br -1.3945 -1.3888 1.0850
C -3.5511 0.8516 -1.0103
C -2.7494 2.0664 -0.3239
O -2.8170 3.1385 -0.8432
N -2.0434 1.8067 0.7925
C -1.1172 2.8298 1.1642
H -4.2920 0.8263 -0.2566
H -2.9349 0.0216 -0.9440
H -3.7317 1.2485 -2.0019
H -1.8224 0.9347 0.9576
H -0.2668 3.2311 0.4116
H -0.4980 2.3949 2.0875
H -1.5462 3.6329 1.5933
C 3.1690 -3.1782 0.9724
C 3.0333 -2.1812 -0.2585
O 3.8484 -2.1639 -1.1889
N 1.9063 -1.4285 -0.3042
C 1.6015 -0.4136 -1.3505
H 3.9186 -3.0722 1.6728
H 3.1783 -4.2911 0.8913
H 2.2673 -3.0704 1.6470
H 1.1159 -1.4707 0.2831
H 2.1673 0.4618 -1.2230
H 0.5777 -0.1222 -1.5415
H 1.9810 -0.6639 -2.3119
*
```

## Properties
- E_LUMO (Ha) = 0.1248
- Kohn-Sham gap (Ha) = 0.3061
- ΔE to the lowest compared entry with this formula, charge and spin (kJ/mol) = 186.2

[9]
H41O20 as an isolated structure. Source: the Open Molecules 2025 dataset; level of theory: the ωB97M-V functional and the def2-TZVPD basis.

Structure (ORCA input):
```
! RIJCOSX wB97M-V def2-TZVPD def2/J DEFGRID3
* xyz 2 2
O -2.7705 3.2854 -2.6698
H -1.5527 -2.7517 5.4082
O -0.1723 -1.7457 2.8577
H -0.1455 -0.8777 3.2683
H -1.1478 -3.7823 1.6541
O 3.0568 3.4455 -0.3355
H 2.2464 3.8348 0.0170
H 3.2165 3.9717 -1.1250
O 1.8826 1.0297 -0.4398
H 2.6955 0.5073 -0.4137
H 2.7873 -0.1266 5.5566
O -0.5623 -4.1501 -2.5266
H 0.1667 -1.9324 -0.1621
H 2.3028 1.9212 -0.5275
O 0.6549 -2.7789 -0.3249
H -1.7273 1.2494 3.1736
H 0.5059 -2.8030 -1.2853
O -0.5177 4.5891 -3.4539
H -2.6278 -2.1355 4.5579
H -1.8509 0.2893 1.9381
O 0.4054 -0.9996 -2.9685
H -0.4033 -0.4889 -2.8719
H 1.1247 -0.3597 -2.9315
O 4.1323 -0.6815 3.9046
H 3.2258 -0.8729 4.1319
H -0.3596 -3.4804 -3.1986
O -4.2031 1.0268 -2.9737
H -3.5637 1.6734 -3.2986
H -4.9454 1.5098 -2.5932
O -0.5881 -0.2904 0.5229
H -0.0367 0.1733 -0.1124
H 0.3864 4.2604 -3.3837
O 3.6606 0.2780 -2.9513
H 3.6996 -0.6405 -3.2045
H 4.2034 0.9264 -3.3960
O 2.2466 -3.4580 1.7405
H 2.5487 -2.6944 2.2381
H 3.0221 -3.9007 1.3992
O -4.5570 2.0534 0.1299
H -0.7635 -2.3474 3.3414
H -4.1526 1.1824 -0.0590
O -2.0173 -2.8857 4.5710
H -0.3946 -0.7867 1.3364
H -2.0032 3.1598 -2.0988
O 2.0787 0.1903 4.9713
H 2.2207 0.2372 -5.6430
H 1.4850 0.4427 5.6971
O 1.3987 0.2731 -5.1438
H 0.9629 1.0862 -5.4151
H -4.1166 2.7969 -0.3188
O -2.1927 0.4851 2.8269
H -2.4674 4.1056 -3.0922
H -0.6177 5.1095 -2.6474
O -0.5068 -4.3159 1.1597
H 0.0727 -3.4787 0.5265
H -0.8717 -4.6856 0.3438
O -2.5504 2.7389 1.1095
H -2.1560 3.6296 1.0957
H -3.0496 2.7713 1.9453
H -1.1673 -4.6870 -3.0477
H 4.3696 -0.0956 3.1906
*
```

## Properties
- expectation value of S² = 0.757
- E_LUMO (alpha / beta) (Ha) = -0.2180 / -0.4450
- Kohn-Sham gap (alpha / beta) (Ha) = 0.3345 / 0.1075
- ΔE to the lowest compared entry with this formula, charge and spin (kJ/mol) = 93.0

[10]
One molecule with the formula C6H12O. Source: the Open Molecules 2025 dataset; level of theory: the ωB97M-V functional and the def2-TZVPD basis.

Structure (ORCA input):
```
! RIJCOSX wB97M-V def2-TZVPD def2/J DEFGRID3
* xyz 0 1
C 2.8114 0.3250 0.1307
C 1.3505 0.5397 -0.1874
O 0.5042 0.3346 0.9543
C -0.3294 -0.7573 0.7341
C -1.7745 -0.7675 1.1362
C -1.4112 -0.6797 -0.3183
C -1.7199 0.6441 -0.9987
H 2.9516 -0.6809 0.5379
H 3.1797 1.0694 0.8370
H 3.3746 0.4226 -0.8067
H 1.0459 -0.1741 -0.9486
H 1.1953 1.5585 -0.5637
H 0.1717 -1.7282 0.8075
H -2.1982 0.1340 1.5615
H -2.1686 -1.6679 1.5991
H -1.5074 -1.5383 -0.9714
H -1.2179 0.8045 -1.9658
H -2.7941 0.6784 -1.1930
H -1.4638 1.4831 -0.3446
*
```

## Properties
- E_LUMO (Ha) = 0.0412
- Kohn-Sham gap (Ha) = 0.3852
- ΔE to the lowest compared entry with this formula, charge and spin (kJ/mol) = 158.8